# C32H52GeN4PRbSe

C32H52GeN4PRbSe as an isolated structure (wB97M-V/def2-TZVPD, the Open Molecules 2025 dataset).

Each line ends with the Mulliken charge.
Atoms and positions in Å:
Rb: 0.3010 -0.1628 0.1660  0.99
N: 2.9803 -0.5729 -1.1072  -0.29
C: 2.7182 0.4921 -2.0918  -0.89
C: 1.6565 0.0519 -3.1066  -0.80
N: 0.2656 0.1784 -2.6458  0.77
C: -0.3121 1.4631 -3.0458  -0.96
C: 0.3257 2.6939 -2.4172  -1.23
N: 0.3498 2.6147 -0.9514  -0.23
C: -0.5751 -0.9255 -3.1354  -0.76
C: -1.8997 -1.1091 -2.3902  -0.74
N: -1.7074 -1.8254 -1.1169  -0.32
H: 3.6515 -0.2450 -0.4202  0.18
H: 3.4045 -1.3696 -1.5670  0.27
H: 3.6163 0.7803 -2.6472  0.38
H: 2.3758 1.3646 -1.5379  0.28
H: 1.8503 -0.9969 -3.3429  0.60
H: 1.8024 0.6152 -4.0396  0.27
H: -1.3701 1.4631 -2.7785  0.40
H: -0.2537 1.5794 -4.1414  0.33
H: -0.2349 3.5544 -2.7959  0.54
H: 1.3499 2.8123 -2.7811  0.39
H: -0.6001 2.5535 -0.5757  0.10
H: 0.7468 3.4636 -0.5668  0.21
H: -0.0088 -1.8523 -3.0174  0.48
H: -0.7850 -0.8078 -4.2103  0.31
H: -2.5881 -1.6230 -3.0661  0.39
H: -2.3557 -0.1462 -2.1595  0.34
H: -1.5209 -2.8053 -1.2914  0.08
H: -2.5511 -1.7745 -0.5570  0.22
C: 0.6075 0.1220 6.4835  -1.98
C: -0.2249 -0.9970 5.8970  1.64
C: -0.5612 -2.0456 6.7578  -0.67
C: -1.3316 -3.1215 6.3518  -0.86
C: -1.7897 -3.1734 5.0439  -0.51
C: -1.4461 -2.1551 4.1697  -1.64
C: -0.6726 -1.0541 4.5664  0.56
P: -0.4668 0.1690 3.1970  0.99
C: 1.1714 0.9537 3.5112  1.07
C: 2.2078 0.0410 3.7498  -1.28
C: 3.5264 0.4471 3.8828  -1.01
C: 3.8346 1.7955 3.7535  -0.93
C: 2.8218 2.7003 3.4759  -0.79
C: 1.4867 2.3109 3.3418  0.69
C: 0.4537 3.3578 2.9881  -1.08
C: -1.8142 1.3434 3.4520  0.51
C: -2.1619 1.7953 4.7315  -0.38
C: -3.1192 2.7616 4.9488  -0.92
C: -3.7684 3.2940 3.8173  -0.47
C: -3.4869 2.8465 2.5559  -1.12
C: -2.5109 1.8255 2.2888  1.08
C: -2.2774 1.4044 0.9627  -0.60
H: 0.3416 0.2648 7.5319  0.55
H: 0.4767 1.0683 5.9659  0.21
H: 1.6733 -0.1167 6.4407  0.42
H: -0.2175 -1.9971 7.7862  0.44
H: -1.5790 -3.9080 7.0547  0.39
H: -2.4011 -4.0011 4.7052  0.53
H: -1.7918 -2.1970 3.1422  0.48
H: 1.9625 -1.0123 3.8607  0.79
H: 4.3033 -0.2794 4.0886  0.51
H: 4.8571 2.1386 3.8558  0.40
H: 3.0660 3.7498 3.3547  0.41
H: 0.9497 4.3011 2.7511  0.44
H: -0.2492 3.5326 3.8044  0.27
H: -0.1521 3.0558 2.1278  -0.10
H: -1.6592 1.3685 5.5912  0.16
H: -3.3678 3.0925 5.9482  0.42
H: -4.5238 4.0618 3.9482  0.36
H: -4.0222 3.2596 1.7069  0.37
H: -2.9207 1.7623 0.1641  0.20
H: -1.7197 0.5118 0.7738  -0.94
C: 0.3465 -5.2617 2.9385  -0.69
Ge: 0.1910 -5.9325 1.1218  0.55
C: 0.4082 -7.8709 1.1160  -1.17
C: -1.5487 -5.4397 0.4009  -0.86
C: 1.5516 -5.2231 -0.0932  -1.04
Se: 1.5773 -3.2842 -0.2912  -0.12
C: 2.5967 -2.8718 1.3183  -0.30
H: -0.4114 -5.7535 3.5534  0.40
H: 0.1693 -4.1858 2.9911  -0.21
H: 1.3268 -5.4858 3.3649  0.39
H: -0.3556 -8.3493 1.7345  0.35
H: 1.3893 -8.1439 1.5111  0.36
H: 0.3227 -8.2631 0.1001  0.34
H: -2.3474 -5.8743 1.0063  0.41
H: -1.6588 -5.7993 -0.6249  0.36
H: -1.6648 -4.3530 0.4104  -0.03
H: 1.3337 -5.6118 -1.0888  0.42
H: 2.5538 -5.5631 0.1689  0.43
H: 2.1923 -3.4550 2.1374  0.21
H: 2.4800 -1.8123 1.5440  -0.34
H: 3.6489 -3.1039 1.1746  0.51

Computed properties:
- Spin multiplicity: 1
- Energy above the lowest of the compared OMol25 structures with the same formula, charge and spin: 8.82 kcal per mole
- E_HOMO: -5.008 eV
- Calculated total energy: -171793.5746 eV

# C32H53B2F4N8O4PRuSe

C32H53B2F4N8O4PRuSe as an isolated structure at a distorted geometry (wB97M-V/def2-TZVPD, the Open Molecules 2025 dataset).

Each line ends with the Mulliken charge.
Atoms and positions in Å:
Ru: -1.0070 -0.1049 -0.7328  -1.33
C: -2.5716 3.5975 -1.9826  -2.00
C: -1.7904 2.4984 -1.3309  0.68
N: -1.8411 1.2528 -1.8207  1.35
O: -2.7053 0.9685 -2.8205  -0.62
B: -2.5206 -0.4332 -3.3160  0.55
F: -1.1188 -0.6289 -3.4169  -0.24
F: -3.1714 -0.6263 -4.4659  -0.29
O: -2.9853 -1.4574 -2.2958  -0.60
N: -2.1215 -1.5564 -1.2649  1.53
C: -1.9579 -2.7045 -0.6215  0.06
C: -2.6889 -3.9459 -1.0111  -1.86
C: -1.0141 -2.6182 0.4522  0.03
N: -0.4677 -1.4234 0.5582  2.24
O: 0.4833 -1.1406 1.4987  -0.78
B: 0.4216 0.2003 2.1932  0.13
F: 0.0087 0.0097 3.4724  -0.23
F: 1.6647 0.7751 2.1581  0.13
O: -0.4955 1.2214 1.5813  -0.69
N: -0.2963 1.5471 0.2598  0.84
C: -1.0126 2.6856 -0.1871  -0.56
C: -1.1276 3.8473 0.7514  -1.87
C: -0.6191 -3.7686 1.3071  -2.24
H: -2.6683 3.3773 -3.0445  0.45
H: -2.0867 4.5591 -1.8520  0.50
H: -3.5762 3.6467 -1.5631  0.31
H: -3.0988 -3.8096 -2.0115  0.41
H: -3.5155 -4.1497 -0.3297  0.26
H: -2.0146 -4.7987 -1.0002  0.51
H: -1.2626 3.4721 1.7664  0.39
H: -1.9801 4.4671 0.4850  0.53
H: -0.2322 4.4720 0.7538  0.26
H: -1.4685 -4.4098 1.5209  0.52
H: -0.1898 -3.3887 2.2324  0.41
H: 0.1453 -4.3520 0.7926  0.36
C: -6.7972 -3.8186 4.2847  -1.56
C: -5.8567 -2.9178 3.5611  0.59
C: -6.0608 -2.5578 2.2312  -0.90
C: -5.2196 -1.6797 1.5728  0.72
C: -5.5144 -1.2615 0.1708  -1.64
C: -4.1333 -1.1251 2.2815  0.50
Se: -3.0827 0.2252 1.4603  0.14
C: -3.8908 -1.4961 3.6199  1.03
C: -2.7375 -0.9603 4.3987  -1.55
C: -4.7527 -2.3899 4.2266  -0.60
H: -7.6393 -4.1067 3.6630  0.37
H: -7.1733 -3.3156 5.1745  0.38
H: -6.2845 -4.7196 4.6191  0.36
H: -6.9167 -2.9501 1.7027  0.40
H: -6.2958 -1.8800 -0.2611  0.43
H: -4.6346 -1.3202 -0.4684  0.22
H: -5.8573 -0.2262 0.1610  0.44
H: -2.2091 -0.1835 3.8509  -0.01
H: -2.0223 -1.7507 4.6225  0.37
H: -3.0789 -0.5472 5.3453  0.50
H: -4.5722 -2.6740 5.2529  0.55
N: 0.7487 1.0623 -0.4160  0.91
P: 2.3897 1.0581 -0.6055  -0.81
N: 2.7348 2.4009 -1.5516  0.14
C: 2.5832 3.7605 -1.0543  -1.18
C: 1.4345 4.5273 -1.7164  0.20
C: 1.5638 4.4744 -3.2323  -1.18
C: 1.5571 3.0126 -3.6553  -0.29
C: 2.7343 2.2917 -3.0020  -0.37
N: 3.6539 0.9433 0.4840  0.88
C: 3.9528 -0.3491 1.0976  -0.50
C: 4.2225 -0.3087 2.6031  -0.74
C: 5.2239 0.7839 2.9596  -0.99
C: 4.7620 2.1099 2.3657  -0.62
C: 4.6179 1.9653 0.8498  -0.75
N: 2.5915 -0.2902 -1.5558  0.35
C: 3.9259 -0.6432 -2.0525  -0.89
C: 4.1313 -2.1524 -1.9631  -0.87
C: 3.2163 -2.8354 -2.9853  -0.86
C: 1.8833 -2.0773 -3.0782  -1.07
C: 1.6049 -1.3404 -1.7753  -0.36
H: 3.5161 4.3020 -1.2503  0.40
H: 2.4188 3.7188 0.0251  0.54
H: 1.4562 5.5605 -1.3675  0.39
H: 0.4818 4.0784 -1.4328  -0.56
H: 2.5021 4.9403 -3.5386  0.38
H: 0.7465 5.0189 -3.7057  0.47
H: 1.6440 2.9177 -4.7377  0.52
H: 0.6286 2.5279 -3.3396  -0.14
H: 3.6731 2.7207 -3.3733  0.42
H: 2.6939 1.2387 -3.2661  0.01
H: 4.8542 -0.7403 0.6093  0.68
H: 3.1196 -1.0229 0.8975  -0.21
H: 4.6164 -1.2849 2.8878  0.50
H: 3.3005 -0.1449 3.1534  0.12
H: 6.2105 0.5298 2.5668  0.34
H: 5.2989 0.8659 4.0438  0.43
H: 5.4873 2.8970 2.5813  0.45
H: 3.8054 2.3850 2.8097  0.16
H: 5.5905 1.6679 0.4340  0.38
H: 4.3392 2.9137 0.4046  0.27
H: 4.6774 -0.0867 -1.4925  0.56
H: 4.0322 -0.3563 -3.1062  0.55
H: 3.9024 -2.4975 -0.9548  0.22
H: 5.1725 -2.3978 -2.1627  0.55
H: 3.0451 -3.8710 -2.6939  0.35
H: 3.7030 -2.8463 -3.9611  0.36
H: 1.0591 -2.7619 -3.2716  0.43
H: 1.8924 -1.3517 -3.8917  0.36
H: 1.6153 -2.0613 -0.9467  -0.11
H: 0.5965 -0.8791 -1.8225  1.22

Computed properties:
- Total charge: +1
- Spin multiplicity: 6
- <S²>: 8.815
- Energy above the lowest of the compared OMol25 structures with the same formula, charge and spin: 102.81 kcal per mole
- E_HOMO (alpha / beta): -8.740 / -10.102 eV
- Calculated total energy: -143589.9023 eV